132
Properties=species:S:1:pos:R:3:forces:R:3 method="wB97M-V/def2-TZVPD" max_force_ha_per_bohr=0.02939 homo_lumo_gap_ev=9.0 smiles=COC[C@H](C)N.COC[C@H](C)N.COC[C@H](C)N.COC[C@H](C)N.COC[C@H](C)N.COC[C@H](C)N.CO.CO.CO.CO.CO energy_ev=-62925.8591 lumo_energy_ev=0.180
C 5.648492 -16.975511 -3.259588 -0.073 -0.503 0.218
O 6.446698 -17.634153 -2.282379 0.367 0.555 -0.349
C 7.037928 -18.812677 -2.792429 -0.284 -0.174 0.621
C 7.939363 -19.365577 -1.712841 0.976 -0.611 0.373
C 9.039115 -18.379341 -1.285953 -0.434 0.676 -1.051
N 8.509396 -20.646397 -2.186409 0.001 0.095 -0.045
H 4.761962 -17.594165 -3.423827 -0.157 0.200 -0.192
H 6.176939 -16.863240 -4.207900 0.068 0.013 -0.019
H 5.361020 -16.000814 -2.872856 0.005 -0.003 0.089
H 6.240842 -19.540642 -2.995967 0.163 -0.073 -0.294
H 7.638473 -18.635330 -3.693929 -0.206 0.167 -0.133
H 7.323962 -19.591831 -0.837960 -0.059 -0.087 -0.047
H 9.407106 -17.837311 -2.170500 -0.204 -0.026 -0.020
H 9.945298 -18.846579 -0.907335 -0.310 -0.201 0.624
H 8.594678 -17.618984 -0.643929 0.410 -0.053 0.279
H 9.018587 -21.078420 -1.422077 -0.178 -0.039 0.091
H 9.242137 -20.450288 -2.865044 -0.172 0.061 -0.149
C -2.276715 -19.905914 -6.260291 -0.066 -0.136 0.002
O -3.536811 -19.829324 -6.907280 0.408 -0.121 -0.045
C -3.782851 -20.973588 -7.699525 -0.559 -0.286 -0.107
C -4.212155 -22.213791 -6.915994 -0.398 -0.208 0.241
C -4.319862 -23.407290 -7.859141 0.307 0.198 -0.301
N -5.523927 -22.058686 -6.275626 -0.262 0.161 0.006
H -2.245791 -20.755293 -5.570572 0.046 0.096 0.142
H -2.103913 -18.977398 -5.720405 -0.111 0.009 0.038
H -1.463179 -20.051852 -6.976199 -0.043 0.018 -0.083
H -4.644822 -20.727642 -8.329735 0.109 0.152 -0.086
H -2.951763 -21.233871 -8.363663 0.262 0.249 0.170
H -3.505306 -22.460091 -6.119824 0.123 0.093 -0.094
H -4.626855 -24.302366 -7.325502 -0.048 0.004 0.055
H -3.371543 -23.599289 -8.368344 0.009 -0.011 0.105
H -5.057654 -23.196457 -8.639610 -0.071 -0.043 0.055
H -5.543362 -21.359935 -5.541301 0.363 0.020 -0.026
H -6.179509 -21.710479 -6.971381 -0.046 -0.160 0.016
C 1.444833 -15.998388 -4.452091 0.009 -0.599 0.273
O 0.694657 -17.165885 -4.180800 -1.016 -0.035 -0.415
C 1.361290 -18.345483 -3.856916 1.416 -0.345 0.401
C 2.458106 -18.755723 -4.864027 -0.991 0.141 -0.253
C 1.811193 -19.051884 -6.219027 0.643 0.158 0.420
N 3.217311 -19.920027 -4.413343 0.410 0.673 0.131
H 0.682387 -15.227526 -4.527969 0.268 0.282 0.030
H 2.007848 -16.067656 -5.387579 -0.056 0.049 -0.026
H 2.155424 -15.811955 -3.638031 -0.042 0.246 0.000
H 1.848554 -18.257971 -2.870680 -0.005 0.074 -0.042
H 0.643661 -19.167139 -3.769079 -0.280 0.202 -0.145
H 3.135531 -17.900709 -4.934011 0.199 -0.169 -0.191
H 1.275396 -18.181115 -6.593746 -0.168 -0.082 0.006
H 1.128178 -19.889514 -6.055124 -0.133 0.011 -0.314
H 2.589305 -19.322545 -6.935032 -0.120 -0.105 -0.097
H 2.643490 -20.752794 -4.393244 -0.136 0.054 0.105
H 3.492826 -19.709395 -3.452278 0.106 -0.378 0.009
C -1.435787 -19.312682 -10.980209 -0.898 0.957 -0.470
O -0.542091 -20.355999 -10.755111 0.059 -0.390 0.177
C 0.149652 -20.212950 -9.522633 0.000 0.132 -0.052
C 0.630587 -21.565822 -9.024238 -0.573 -0.215 -0.296
C 1.631800 -22.188584 -9.980632 0.344 0.090 -0.410
N -0.555314 -22.432824 -8.841524 0.065 -0.076 -0.314
H -2.068413 -19.506125 -11.850016 0.319 -0.411 -0.072
H -0.951784 -18.349353 -11.189822 0.262 -0.108 0.170
H -2.150981 -19.140993 -10.163512 0.282 -0.195 0.262
H 1.002293 -19.535616 -9.652870 -0.025 0.039 0.068
H -0.541478 -19.780258 -8.793584 0.095 0.044 0.098
H 1.069116 -21.385270 -8.038644 0.171 -0.066 -0.079
H 1.994874 -23.158310 -9.634548 0.076 0.106 0.210
H 2.482257 -21.523452 -10.159813 0.064 -0.127 0.172
H 1.185780 -22.370730 -10.961899 -0.195 0.121 0.096
H -0.263626 -23.394402 -8.995328 0.012 -0.038 0.327
H -1.161080 -22.265443 -9.644681 -0.007 0.138 0.089
C 5.389343 -12.860955 -5.281368 0.388 -0.381 0.473
O 4.212619 -13.306299 -5.899875 0.103 0.146 -0.112
C 4.451042 -13.684519 -7.241752 -0.225 -0.512 0.211
C 3.170304 -14.179987 -7.864091 -0.537 0.751 -1.159
C 3.483932 -14.664874 -9.291579 -0.510 0.429 0.513
N 2.202387 -13.032433 -7.989418 -0.019 -1.404 0.539
H 6.152343 -13.653683 -5.240914 -0.023 0.006 -0.308
H 5.187371 -12.644949 -4.231556 -0.250 0.268 -0.129
H 5.821955 -11.988302 -5.778860 -0.075 0.080 0.006
H 4.806663 -12.851612 -7.861151 -0.016 0.214 0.193
H 5.228513 -14.460047 -7.268717 -0.053 -0.091 0.017
H 2.653754 -14.990426 -7.341991 0.628 -0.130 0.489
H 2.603873 -15.120357 -9.749498 0.051 -0.239 0.135
H 4.309975 -15.372536 -9.255755 0.051 0.006 -0.369
H 3.669938 -13.773503 -9.893310 0.489 -0.152 -0.057
H 1.974929 -12.729561 -7.038070 0.245 0.303 -0.161
H 1.360844 -13.556092 -8.240305 -0.203 0.626 -0.326
C 0.586423 -20.891804 1.780941 -0.289 0.391 0.569
O 1.458841 -19.811002 1.541630 -0.259 -0.104 -0.213
C 2.094438 -19.921588 0.294392 1.119 -0.424 -0.158
C 3.070367 -18.766374 0.125926 0.379 -0.382 -0.312
C 2.383287 -17.417235 0.051637 0.055 0.188 0.438
N 3.873971 -18.992757 -1.085100 -0.060 -0.299 -0.333
H -0.320447 -20.772910 1.180585 0.039 -0.347 -0.201
H 0.280069 -20.849752 2.827873 0.056 0.135 -0.031
H 1.066297 -21.865257 1.644629 0.030 0.008 -0.336
H 2.713106 -20.837227 0.298654 -0.114 -0.050 -0.029
H 1.439336 -20.019981 -0.584629 -0.436 0.315 0.243
H 3.739483 -18.853257 0.990210 -0.230 0.434 0.269
H 2.015943 -17.139090 1.041235 -0.076 0.046 -0.073
H 1.537899 -17.416837 -0.638599 0.027 -0.150 -0.064
H 3.077999 -16.643318 -0.280061 0.056 -0.034 0.027
H 4.731986 -18.450215 -1.043410 -0.118 0.229 -0.077
H 4.198006 -19.959336 -1.144533 -0.090 0.067 0.164
C 2.006553 -12.035916 -4.073675 -0.317 1.416 -0.057
O 1.546123 -11.502992 -5.327450 0.197 -0.218 0.129
H 1.496865 -11.486479 -3.275833 -0.284 -0.588 0.179
H 1.824408 -13.104297 -4.055002 0.198 -0.053 0.249
H 3.045308 -11.746001 -3.913260 0.186 -0.543 -0.330
H 0.859717 -10.860783 -5.141336 -0.030 0.000 -0.093
C 1.809941 -23.486335 -3.916936 -1.242 -0.344 0.239
O 2.075090 -22.397814 -3.029403 0.287 -0.218 0.086
H 1.388827 -24.346865 -3.387821 0.238 0.047 0.169
H 1.003357 -23.173870 -4.585920 0.345 -0.027 -0.379
H 2.683833 -23.844149 -4.452481 0.212 0.442 -0.007
H 1.630300 -22.562635 -2.192906 -0.094 0.002 -0.060
C -2.228710 -17.094230 -2.140540 0.226 -0.460 0.211
O -2.880718 -15.922958 -2.600615 0.109 -0.061 -0.025
H -2.652651 -17.997028 -2.588632 -0.028 0.002 -0.017
H -1.171685 -17.079276 -2.404861 -0.058 0.288 -0.216
H -2.274667 -17.201858 -1.051470 -0.192 0.105 0.011
H -3.795796 -16.156136 -2.770890 -0.037 0.127 0.013
C 6.561822 -19.911875 -6.399851 -1.001 0.153 0.849
O 5.531561 -18.946089 -6.139819 0.366 -0.265 -0.307
H 6.252823 -20.612359 -7.178571 0.273 0.171 -0.316
H 7.465542 -19.359169 -6.630606 0.120 -0.167 -0.229
H 6.699172 -20.509585 -5.490912 0.384 0.017 -0.055
H 4.816716 -19.433461 -5.703866 -0.234 0.040 0.238
C 5.437856 -22.694525 -2.492266 -0.977 0.247 -0.765
O 4.527668 -21.917881 -1.723484 0.068 0.260 0.482
H 5.612912 -22.211136 -3.460713 0.270 0.061 0.093
H 6.375856 -22.785704 -1.959953 -0.005 -0.086 0.097
H 4.971846 -23.657000 -2.729194 0.361 -0.232 0.247
H 3.653549 -21.912665 -2.148457 0.441 -0.266 -0.223